This record from OMol25 describes a molecular structure, C31H53BN8O2W. The level of theory is wB97M-V/def2-TZVPD.

Last column: Löwdin charge in e.
CARTESIAN COORDINATES (ANGSTROEM)
W  -0.46  -0.94  -1.04  1.760
C  -3.77  -1.16  1.76  -0.036
C  -2.52  -2.04  1.85  -0.356
C  -2.65  -3.06  2.99  -0.046
C  -1.30  -1.19  2.02  -0.195
C  -0.76  -0.77  3.21  0.077
C  0.28  0.11  2.90  -0.154
C  1.15  0.83  3.89  -0.354
C  2.05  -0.19  4.61  -0.034
C  0.28  1.59  4.90  -0.038
N  0.39  0.19  1.58  0.080
N  -0.57  -0.62  1.00  -0.036
B  1.26  1.09  0.67  -0.450
N  2.21  0.18  -0.17  0.087
N  1.58  -0.62  -1.08  -0.089
C  2.51  -1.23  -1.84  -0.219
C  3.75  -0.85  -1.39  0.073
C  3.54  0.05  -0.35  -0.152
C  4.63  0.75  0.42  -0.338
C  4.48  0.66  1.94  -0.040
C  4.83  2.19  -0.07  -0.029
C  2.17  -2.11  -3.01  -0.310
C  2.62  -3.56  -2.79  -0.035
C  0.68  -2.04  -3.44  -0.045
N  0.28  1.84  -0.30  0.071
N  -0.41  1.18  -1.32  -0.040
C  -0.97  2.14  -2.11  -0.212
C  -0.70  3.37  -1.56  0.063
C  0.05  3.16  -0.42  -0.154
C  0.43  4.24  0.56  -0.333
C  -0.12  3.97  1.96  -0.037
C  1.92  4.62  0.60  -0.044
C  -1.68  1.96  -3.43  -0.336
C  -3.13  2.46  -3.35  -0.039
C  -1.51  0.59  -4.07  -0.063
H  -4.65  -1.77  1.54  0.087
H  -3.69  -0.38  1.01  0.064
H  -3.95  -0.67  2.72  0.097
H  -2.41  -2.60  0.93  0.092
H  -2.87  -2.55  3.93  0.088
H  -1.75  -3.65  3.12  0.095
H  -3.48  -3.74  2.78  0.090
H  -1.10  -1.04  4.20  0.136
H  1.78  1.53  3.36  0.100
H  1.45  -0.88  5.21  0.090
H  2.74  0.33  5.28  0.097
H  2.64  -0.78  3.90  0.073
H  -0.28  0.90  5.53  0.088
H  -0.43  2.26  4.40  0.077
H  0.92  2.20  5.55  0.097
H  1.89  1.88  1.29  0.102
H  4.71  -1.15  -1.78  0.139
H  5.53  0.19  0.15  0.140
H  3.67  1.29  2.30  0.055
H  5.41  1.00  2.41  0.097
H  4.30  -0.37  2.26  0.086
H  3.95  2.79  0.14  0.049
H  5.01  2.22  -1.15  0.093
H  5.69  2.64  0.43  0.096
H  2.76  -1.72  -3.84  0.149
H  2.11  -4.00  -1.94  0.076
H  3.69  -3.60  -2.60  0.090
H  2.42  -4.16  -3.68  0.095
H  0.15  -2.96  -3.25  0.085
H  0.58  -1.81  -4.50  0.110
H  0.17  -1.17  -2.98  -0.004
H  -1.03  4.33  -1.94  0.140
H  -0.10  5.11  0.17  0.138
H  0.42  3.16  2.45  0.047
H  -1.19  3.72  1.94  0.097
H  -0.01  4.87  2.58  0.099
H  2.47  3.94  1.26  0.059
H  2.03  5.62  1.01  0.095
H  2.37  4.60  -0.39  0.091
H  -1.16  2.67  -4.09  0.149
H  -3.68  2.02  -2.52  0.062
H  -3.66  2.24  -4.28  0.090
H  -3.16  3.55  -3.22  0.087
H  -1.87  -0.22  -3.44  0.035
H  -0.47  0.41  -4.34  0.078
H  -2.10  0.54  -5.00  0.100
C  -4.62  -2.52  -1.87  0.029
C  -3.19  -2.29  -1.53  -0.243
N  -2.67  -1.11  -1.40  -0.115
O  -3.47  -0.02  -1.55  -0.004
C  -2.21  -3.37  -1.29  -0.241
C  -2.43  -4.84  -1.27  0.029
N  -1.11  -2.76  -1.04  -0.287
O  0.14  -2.98  -0.71  -0.101
H  -4.89  -1.99  -2.78  0.112
H  -5.27  -2.19  -1.05  0.110
H  -4.81  -3.58  -2.03  0.100
H  -4.38  -0.31  -1.72  0.105
H  -3.31  -5.08  -0.68  0.102
H  -1.56  -5.33  -0.84  0.100
H  -2.58  -5.22  -2.28  0.107

Computed properties:
total energy: -1893.040226 Eh
maximum force: 1.178 eV Å⁻¹
charge: +2
orbital gap (spin up / spin down): 6.74 / 6.75 eV
lowest unoccupied orbital energy (spin up / spin down): -7.34 / -7.24 eV
relative energy (zero: lowest compared OMol25 entry of this formula, charge and spin): 0.0000 eV